# 1
Computed, not measured: a cluster of 8 separate species, C30H29BF10O26 in total, with ωB97M-V/def2-TZVPD.

Summary:
E (eV): -112666.54195
Highest occupied orbital energy (eV): -9.70
Structure (SMILES): O=C1C=C(B(O)O)C(=O)C=C1C[C@@H](O)C(F)(F)F.O=C1OC[C@@H](F)O1.O=C1OC[C@@H](F)O1.O=C1OC[C@@H](F)O1.O=C1OC[C@@H](F)O1.O=C1OC[C@@H](F)O1.O=C1OC[C@@H](F)O1.O=C1OC[C@@H](F)O1
Kohn-Sham gap (eV): 8.88
E_LUMO (eV): -0.8
Charge: 0

Element x y z (Å)
O -1.121960 0.724455 -2.480402
C -0.027184 0.240258 -2.140065
C 0.122139 -1.043660 -1.184491
C 1.146107 -1.975033 -1.518381
B 1.386649 -3.265703 -0.574121
O 2.684223 -3.455393 0.016927
O 0.379537 -4.239510 -0.234543
C 2.012690 -1.634926 -2.829484
O 2.405770 -2.503792 -3.631886
C 2.373717 -0.079070 -2.993587
C 1.369996 0.848199 -2.652582
C 1.575011 2.442599 -2.711957
C 1.467528 2.930372 -1.172235
O 2.453796 2.246179 -0.386844
C 1.496959 4.512451 -1.002727
F 1.037100 5.235982 -2.105962
F 2.790150 4.977924 -0.649211
F 0.659234 4.875624 0.097182
H -0.547550 -1.145098 -0.277257
H 3.111806 -2.576504 0.195530
H 0.412721 -4.353636 0.744185
H 3.406256 0.278605 -3.363655
H 0.761575 2.951706 -3.339622
H 2.617126 2.718575 -3.112766
H 0.441854 2.569205 -0.813938
H 3.355598 2.573890 -0.589307
C -0.315750 -5.502204 5.137809
C 0.495636 -5.923867 3.953260
O 0.213562 -4.922659 2.996656
C -0.060357 -3.796824 3.717676
O -0.079537 -2.696931 3.257955
O -0.300900 -4.084662 5.026441
F 0.068851 -7.116263 3.469043
H -1.347989 -5.859770 5.089971
H 0.124348 -5.826610 6.081376
H 1.572948 -5.963579 4.136776
C -2.734300 5.013028 0.196064
C -3.151142 4.932389 -1.236991
O -4.510378 4.547103 -1.157904
C -4.962532 5.052602 0.023225
O -6.118262 5.161556 0.308381
O -3.935927 5.426232 0.837738
F -2.465908 3.963583 -1.887760
H -2.420957 4.046047 0.599003
H -1.933861 5.735633 0.357089
H -3.067699 5.876090 -1.783756
C 6.277510 -1.769188 3.299423
C 6.816217 -1.318955 1.978623
O 5.745900 -1.576975 1.091369
C 4.615730 -1.462007 1.841259
O 3.515311 -1.346848 1.384803
O 4.889638 -1.486027 3.172543
F 7.879181 -2.069473 1.603484
H 6.415787 -2.840632 3.467574
H 6.714980 -1.223520 4.136110
H 7.079814 -0.258322 1.937685
C -5.411919 6.045058 -4.552321
C -5.828704 7.390146 -5.058036
O -4.845283 8.253126 -4.523387
C -3.719124 7.495668 -4.406332
O -2.623961 7.942215 -4.245086
O -3.994664 6.164288 -4.502817
F -7.035199 7.747072 -4.556845
H -5.794056 5.834566 -3.549418
H -5.714409 5.236923 -5.219147
H -5.840782 7.477538 -6.148194
C -1.060263 -9.841903 2.129020
C -2.261645 -9.972191 1.247078
O -3.091057 -10.864691 1.964178
C -2.788221 -10.668329 3.278589
O -3.465245 -11.043826 4.186520
O -1.619407 -9.983183 3.428350
F -1.936897 -10.541926 0.061671
H -0.326582 -10.635218 1.961418
H -0.565177 -8.877273 2.017729
H -2.795743 -9.033916 1.072170
C -7.123604 3.537398 3.847526
C -5.963127 4.457045 4.056841
O -5.115148 3.718422 4.913946
C -5.358599 2.408781 4.625846
O -4.647865 1.506827 4.951746
O -6.509801 2.256195 3.912200
F -6.346861 5.587266 4.699092
H -7.875006 3.620805 4.637667
H -7.609474 3.692555 2.883474
H -5.424127 4.716048 3.141152
C 6.687752 -0.919870 -3.819910
C 7.908283 -0.157080 -4.228757
O 7.377106 1.050217 -4.738117
C 6.211645 1.249181 -4.063593
O 5.623838 2.288433 -4.029115
O 5.799312 0.118791 -3.424320
F 8.569165 -0.792526 -5.224815
H 6.244262 -1.481658 -4.646341
H 6.881788 -1.605939 -2.994675
H 8.598034 0.062318 -3.408714

Atoms 1-3, force components in eV/Å:
3.12 -1.25 1.19
-0.74 0.42 -0.13
2.29 -0.72 -1.62

***

# 2
Computed, not measured: a structure of composition C30H29ClCsN3O10P, with ωB97M-V/def2-TZVPD.

Summary:
E (eV): -78881.81181
Highest occupied orbital energy (eV): -5.87
Kohn-Sham gap (eV): 7.99
E_LUMO (eV): 2.1
Relative energy (zero: lowest compared OMol25 entry of this formula, charge and spin) (kcal/mol): 12.3
Charge: -1

Element x y z (Å)
Cs 0.763639 -2.196608 0.274468
O -1.202866 -2.354244 -4.280977
C -0.928216 -1.332572 -3.491622
O -1.736290 -0.798931 -2.771601
C 0.486286 -0.883093 -3.666545
C 0.994052 -0.681768 -4.937779
C 2.318403 -0.292736 -5.055257
C 3.082459 -0.193956 -3.913129
C 2.495688 -0.438572 -2.673522
N 1.198979 -0.731790 -2.542894
C 3.374482 -0.474874 -1.398092
O 4.584775 -0.555889 -1.607571
O 2.703762 -0.440617 -0.343451
H -1.968927 -2.814863 -3.886442
H 0.365098 -0.834730 -5.803556
H 2.751032 -0.103355 -6.029607
H 4.137227 0.039686 -3.934369
O 0.744708 -4.753354 3.203142
Cl -0.339825 -4.653855 2.269142
O -1.376845 -5.611575 2.588257
O 0.162609 -4.908949 0.942104
O -0.885734 -3.319923 2.320200
O -2.358050 0.978559 -0.581434
N -2.019544 0.023410 0.361301
C -1.782285 0.515815 1.506291
C -1.871692 1.950919 1.923007
C -3.118294 2.498289 2.219490
C -3.224815 3.810894 2.650069
C -2.082452 4.591270 2.784583
C -0.842763 4.056024 2.473465
C -0.716787 2.738376 2.037957
P 0.892867 1.943547 1.563432
C 2.087165 2.792879 2.678900
C 2.547914 4.094986 2.451443
C 3.444427 4.691693 3.323905
C 3.894655 3.992603 4.440770
C 3.453880 2.699539 4.669768
C 2.560378 2.101369 3.789420
C 1.272580 2.666730 -0.070414
C 2.603072 2.670102 -0.508039
C 2.910683 3.045036 -1.805905
C 1.902285 3.405889 -2.692698
C 0.581506 3.393946 -2.271123
C 0.266984 3.028130 -0.965367
H -2.199887 0.503533 -1.415667
H -1.478619 -0.222848 2.245878
H -4.001381 1.882484 2.108581
H -4.197625 4.222267 2.882507
H -2.165388 5.614728 3.125670
H 0.048490 4.668520 2.574025
H 2.215323 4.626443 1.564061
H 3.799895 5.696232 3.136250
H 4.598538 4.453772 5.121198
H 3.817730 2.148931 5.526684
H 2.231800 1.080547 3.947004
H 3.394273 2.337021 0.154764
H 3.941502 3.022450 -2.133244
H 2.147847 3.677816 -3.710622
H -0.209983 3.659099 -2.959051
H -0.767605 2.995399 -0.652846
C -3.596908 -5.777031 0.421671
N -2.733815 -5.308748 -0.646747
C -1.796267 -6.301491 -1.154788
C -2.616829 -4.013123 -1.009094
C -3.491579 -3.011951 -0.304805
O -1.833059 -3.665049 -1.892561
H -3.035548 -5.868008 1.355801
H -3.982725 -6.755727 0.137371
H -4.440464 -5.107443 0.564102
H -2.347863 -7.156566 -1.548922
H -1.140316 -6.626255 -0.350232
H -1.199062 -5.848638 -1.938550
H -4.550486 -3.210343 -0.483861
H -3.238261 -2.019776 -0.671149
H -3.297940 -3.049680 0.766847

Atoms 1-3, force components in eV/Å:
-0.13 0.54 -0.47
-0.41 -0.84 -0.14
0.16 0.93 0.16

***

# 3
Computed, not measured: a structure of composition C30H29CoN3O5S8, with ωB97M-V/def2-TZVPD.

Summary:
E (eV): -170602.37895
Highest occupied orbital energy (spin up / spin down) (eV): -2.36 / -2.59
Kohn-Sham gap (spin up / spin down) (eV): 6.21 / 6.44
Multiplicity: 4
Expectation value of S²: 3.760
E_LUMO (spin up / spin down) (eV): 3.8 / 3.8
Relative energy (zero: lowest compared OMol25 entry of this formula, charge and spin) (kcal/mol): 0.0
Charge: -2

Element x y z (Å)
Co 2.000880 -0.676763 -0.934851
C -1.908189 -2.033966 0.672121
C -0.588164 -2.043133 -0.062866
N 0.437363 -1.406829 0.385966
N 0.277067 -0.854664 1.664759
C 1.181964 0.005156 1.975512
S 2.478260 0.613284 1.007498
S 1.098890 0.524965 3.699626
C 1.965725 -0.911296 4.420929
C 1.111015 -2.132512 4.632649
C 1.023554 -3.121416 3.656246
C 0.209588 -4.230137 3.844977
C -0.525541 -4.370195 5.015435
C -0.439321 -3.392113 5.998052
C 0.374562 -2.284118 5.803613
C -0.506937 -2.809526 -1.321307
C -1.670363 -3.455075 -1.778635
C -1.711586 -4.201218 -2.935788
C -0.541637 -4.307355 -3.699488
C 0.615913 -3.701331 -3.289318
C 0.694707 -2.950471 -2.082951
O 1.841732 -2.465103 -1.745658
H -1.838885 -1.424282 1.565459
H -2.202583 -3.046056 0.957950
H -2.679741 -1.632018 0.013069
H 2.356970 -0.547615 5.371811
H 2.807924 -1.126121 3.763099
H 1.581060 -3.009371 2.735225
H 0.145186 -4.982701 3.068519
H -1.161996 -5.234885 5.160481
H -1.008338 -3.490501 6.915063
H 0.429472 -1.513171 6.565720
H -2.578050 -3.368658 -1.198394
H -2.630254 -4.679596 -3.251398
H -0.554214 -4.865466 -4.629986
H 1.526210 -3.762419 -3.872983
C 4.910749 3.140052 -0.730237
S 6.051358 2.783714 -2.086491
C 4.923233 2.139425 -3.258902
C 4.222896 0.983373 -3.158135
S 4.268671 -0.221642 -1.927158
S 3.163649 0.698888 -4.532444
C 3.557313 2.063772 -5.493999
S 2.950801 2.353371 -7.014733
S 4.677601 3.089320 -4.705212
H 5.502366 3.554212 0.087205
H 4.438944 2.214384 -0.400396
H 4.158996 3.862760 -1.042503
C -4.044377 -0.095935 1.919263
C -3.664419 1.098508 1.081528
C -3.637492 1.016291 -0.307414
C -3.258557 2.099800 -1.083049
C -2.893450 3.287571 -0.458839
C -2.915400 3.391729 0.925950
C -3.304405 2.298563 1.686340
S -2.340854 4.657450 -1.442007
O -1.973944 5.699784 -0.518499
O -3.332934 4.900977 -2.451314
N -1.006929 4.122170 -2.176362
C 0.083697 3.716610 -1.253658
C 0.960597 2.642125 -1.887681
C 0.188782 1.416969 -2.391416
O -0.844482 1.605049 -3.068824
O 0.650374 0.286392 -2.090608
H -4.483786 -0.882548 1.305380
H -4.765005 0.179228 2.691950
H -3.168386 -0.515290 2.420006
H -3.888337 0.079535 -0.792535
H -3.199592 2.004852 -2.157764
H -2.607889 4.320440 1.387270
H -3.304166 2.370366 2.768989
H -1.222318 3.271453 -2.741315
H -0.335500 3.306129 -0.328233
H 0.669337 4.592747 -0.984258
H 1.680101 2.315815 -1.137450
H 1.520515 3.038265 -2.742599

Atoms 1-3, force components in eV/Å:
0.22 0.15 -0.23
0.23 -0.09 0.01
-0.22 -0.47 -0.32